[1]
C19H34N4NaO3 | wB97M-V/def2-TZVPD

Last column: Mulliken charge in e.
Element x y z (Å)
Na: -0.199 0.907 1.054  0.084
O: -1.140 0.772 -0.728  -0.266
O: -3.269 0.050 -0.460  -0.865
O: 0.426 -1.007 0.869  -0.057
N: 1.739 1.487 1.333  0.432
N: 0.538 -3.127 1.732  0.271
N: -0.855 2.832 1.237  0.847
N: 1.354 -2.652 -0.429  0.367
C: 0.023 -2.667 3.009  -1.092
C: 1.150 -4.444 1.712  -0.638
C: -1.470 0.934 -3.525  -0.114
C: 1.925 1.365 -0.112  -0.126
C: 1.709 -1.685 -1.453  -1.143
C: 1.630 2.893 1.760  -0.884
C: 2.836 0.825 2.039  -1.088
C: 1.253 -4.983 0.306  -0.658
C: -2.287 0.439 -1.168  -0.015
C: 1.992 -3.953 -0.513  -0.616
C: -1.272 2.502 2.599  -1.395
C: -2.501 0.514 -2.668  0.388
C: -3.736 0.165 -3.239  -0.280
C: 0.383 3.631 1.216  -1.142
C: 0.758 -2.185 0.735  0.014
C: -1.666 1.003 -4.907  -0.651
C: -1.928 3.540 0.539  -1.343
C: -3.935 0.234 -4.621  -0.563
C: -2.899 0.653 -5.454  -0.299
H: -0.570 -1.755 2.899  -0.011
H: 3.805 1.288 1.823  0.390
H: 2.015 -4.270 -1.562  0.314
H: 2.140 -4.359 2.176  0.294
H: 1.612 -2.149 -2.439  0.416
H: -0.531 1.880 3.109  0.360
H: -1.649 3.735 -0.502  0.275
H: 0.545 -5.125 2.321  0.338
H: -4.545 -0.162 -2.588  0.441
H: 2.744 -1.370 -1.294  0.255
H: 0.251 -5.146 -0.109  0.290
H: 2.825 1.887 -0.456  0.446
H: 0.253 4.569 1.773  0.449
H: 0.868 -2.464 3.674  0.278
H: 2.012 0.311 -0.400  -0.749
H: -0.954 0.500 2.721  0.282
H: 1.065 1.757 -0.665  0.293
H: 3.027 -3.842 -0.167  0.314
H: 2.890 -0.234 1.763  0.122
H: 2.529 3.457 1.480  0.366
H: -2.199 1.917 2.585  0.400
H: -2.837 2.929 0.507  0.305
H: -1.445 3.400 3.204  0.288
H: 1.575 2.924 2.856  0.426
H: -0.612 -3.444 3.445  0.357
H: 1.060 -0.806 -1.419  0.204
H: 0.600 3.916 0.178  0.403
H: -2.171 4.496 1.016  0.379
H: 2.672 0.856 3.122  0.261
H: -0.854 1.330 -5.547  0.377
H: -4.898 -0.041 -5.038  0.363
H: -3.052 0.706 -6.527  0.355
H: -0.507 1.207 -3.097  0.187
H: 1.780 -5.943 0.294  0.361

Its spin multiplicity is 1. As for the gap between HOMO and LUMO (alpha / beta): 3.6 / 3.6 eV. Its net charge is -1. The energy above the lowest of the compared OMol25 structures with the same formula, charge and spin is 0.000 eV. For the LUMO energy (alpha / beta), the calculation gives 2.15 / 2.15 eV.

=====

[2]
C19H34N7O2Pd | wB97M-V/def2-TZVPD

Last column: Mulliken charge in e.
Element x y z (Å)
Pd: -1.071 -0.405 -0.296  0.365
O: -3.023 -1.019 -3.591  -0.609
O: -1.765 0.037 -2.096  -0.558
N: 0.425 1.625 -2.732  0.071
N: -2.921 -1.006 0.462  -0.378
N: 0.066 -0.853 1.354  0.068
N: 0.441 1.010 -0.511  0.226
N: -0.051 3.232 -1.138  0.183
N: 0.064 -3.187 1.625  0.215
N: 2.071 -2.089 1.488  0.394
C: 1.851 2.347 1.034  -0.613
C: 2.398 2.490 2.300  -0.680
C: 0.532 -4.406 0.977  -1.108
C: -1.281 -3.277 2.145  -1.374
C: 1.315 0.474 3.006  -0.254
C: -2.904 -0.468 -2.522  0.464
C: 2.120 1.566 3.297  -1.011
C: 2.909 -1.201 0.696  -1.065
C: 0.997 1.282 0.750  -0.072
C: 0.779 0.322 1.737  -0.317
C: 1.129 0.405 -3.103  -1.020
C: -4.093 -0.328 -1.575  -0.648
C: -0.806 3.567 0.055  -1.065
C: -0.427 2.167 -3.785  -1.198
C: 0.449 4.369 -1.895  -1.196
C: 2.793 -3.008 2.355  -1.262
C: 0.720 -2.010 1.478  0.816
C: -4.021 -1.373 -0.470  -0.645
C: 0.273 1.954 -1.442  1.130
H: 1.914 0.198 -2.381  0.283
H: 2.103 -3.519 3.021  0.368
H: 1.094 4.031 -2.700  0.361
H: -0.191 -4.715 0.218  0.352
H: 3.701 -1.801 0.244  0.444
H: 1.486 -4.236 0.489  0.397
H: -1.492 -2.419 2.781  0.383
H: -1.624 4.234 -0.222  0.418
H: -3.813 -2.363 -0.877  0.364
H: -2.015 -3.353 1.337  0.261
H: 1.579 0.559 -4.083  0.410
H: 0.641 -5.215 1.702  0.340
H: -1.366 -4.184 2.745  0.474
H: -0.369 4.957 -2.317  0.387
H: -1.221 2.664 0.498  0.208
H: -4.094 0.666 -1.118  0.232
H: 1.109 -0.278 3.758  0.526
H: 2.324 -0.749 -0.100  0.163
H: -2.822 -1.698 1.192  0.142
H: 2.093 3.062 0.259  0.544
H: 3.362 -0.415 1.305  0.292
H: 0.182 2.553 -4.604  0.318
H: -1.054 2.964 -3.398  0.376
H: -3.179 -0.139 0.926  0.308
H: 2.537 1.687 4.287  0.431
H: -4.965 -1.417 0.076  0.412
H: 3.350 -3.749 1.779  0.388
H: 0.436 -0.437 -3.154  0.166
H: 3.047 3.330 2.507  0.432
H: 1.026 5.016 -1.228  0.392
H: -0.182 4.066 0.800  0.381
H: -5.006 -0.446 -2.154  0.390
H: 3.502 -2.437 2.958  0.386
H: -1.068 1.367 -4.156  0.411

Its spin multiplicity is 1. As for the gap between HOMO and LUMO: 7.8 eV. Its net charge is +1. For the LUMO energy, the calculation gives -2.85 eV.

=====

[3]
C19H34O4 | wB97M-V/def2-TZVPD

Last column: Mulliken charge in e.
Element x y z (Å)
O: -1.659 1.052 -0.255  -0.614
O: -5.374 -0.926 -1.091  -0.554
O: -6.201 1.127 -0.704  -0.390
O: -4.905 3.464 0.466  -0.604
C: 6.153 2.475 0.820  -0.764
C: -0.184 -1.532 0.363  -0.283
C: -7.555 -0.688 -0.103  -1.121
C: -4.199 2.397 -0.123  -0.112
C: 5.313 -1.142 -0.357  -0.729
C: 1.742 -2.614 -0.915  -0.830
C: -5.034 1.752 -1.240  -0.713
C: 6.359 0.985 0.523  -0.682
C: 0.504 -2.833 -0.045  -0.753
C: 5.101 0.339 -0.052  -0.496
C: -2.711 0.377 0.397  0.282
C: -6.251 -0.211 -0.685  0.862
C: 2.877 -1.895 -0.189  -0.294
C: 5.897 3.230 -0.389  -0.418
C: 5.693 3.839 -1.399  0.067
C: -2.218 -0.525 1.538  -0.863
C: 4.124 -1.791 -1.065  -0.827
C: -3.748 1.379 0.934  -1.000
C: -1.517 -1.798 1.058  -1.024
H: 1.460 -2.037 -1.799  0.346
H: -2.184 -2.327 0.374  0.375
H: -1.170 1.561 0.402  0.447
H: 4.413 -2.796 -1.384  0.374
H: 0.784 -3.394 0.850  0.363
H: -3.081 -0.812 2.141  0.460
H: 7.045 2.882 1.304  0.333
H: 0.463 -0.973 1.042  0.190
H: -1.540 0.049 2.178  0.329
H: -3.169 -0.246 -0.376  0.307
H: -0.354 -0.920 -0.523  0.323
H: -5.387 2.532 -1.919  0.313
H: 4.820 0.863 -0.968  0.329
H: -7.361 -1.472 0.624  0.305
H: -5.756 3.126 0.771  0.407
H: -8.157 -1.114 -0.904  0.317
H: 7.182 0.872 -0.186  0.374
H: -0.209 -3.443 -0.606  0.380
H: 4.284 0.456 0.663  0.236
H: 5.512 4.380 -2.279  0.426
H: -3.311 1.942 1.764  0.416
H: -4.441 1.016 -1.786  0.478
H: 5.518 -1.679 0.573  0.315
H: 6.195 -1.243 -0.995  0.381
H: 2.104 -3.586 -1.259  0.399
H: 6.641 0.476 1.449  0.353
H: 2.547 -0.895 0.090  0.164
H: 5.307 2.602 1.503  0.299
H: -3.316 2.848 -0.587  0.426
H: -4.614 0.834 1.317  0.350
H: 3.123 -2.440 0.726  0.279
H: -1.345 -2.445 1.922  0.404
H: 3.885 -1.217 -1.963  0.346
H: -8.093 0.136 0.355  0.313

Its spin multiplicity is 1. As for the gap between HOMO and LUMO: 10.5 eV. The energy above the lowest of the compared OMol25 structures with the same formula, charge and spin is 1.122 eV. For the LUMO energy, the calculation gives 0.73 eV. As for the SMILES: C#CCCCCCCCCCCC[C@H](O)C[C@H](O)COC(C)=O.

=====

In Eh, the total energy values for the records above are, in order, -1351.368397; -1405.874964; -1045.284255.